A cluster of 9 separate species, C4H27N2O9 in total. Source: the Open Molecules 2025 dataset; level of theory: ωB97M-V/def2-TZVPD.

Structure (XYZ):
```
42
Properties=species:S:1:pos:R:3
O 2.006 2.547 -1.111
O 0.152 -1.022 3.677
O 3.800 0.797 0.011
O -1.657 0.136 1.722
O -1.276 -2.553 -2.560
O -3.182 1.848 -2.361
O 2.383 0.023 2.115
O 0.716 1.795 1.137
O -3.991 -2.124 -0.952
N -0.412 -0.020 -0.851
N 0.747 -2.008 0.962
C -0.561 1.430 -0.898
C 0.052 2.221 0.209
C 0.914 -1.952 -0.531
C 0.966 -0.495 -0.924
H 1.731 0.235 -0.540
H -1.761 -2.862 -1.791
H 1.321 -0.494 -2.000
H 1.693 0.819 1.967
H -0.125 -1.425 1.144
H -1.042 -0.552 -1.419
H -2.534 0.106 2.092
H 1.888 -2.457 -0.789
H 3.430 0.559 0.914
H 0.082 -2.403 -1.107
H 2.277 3.462 -1.136
H 4.755 0.720 0.093
H -0.405 2.028 -1.822
H -4.430 -1.326 -1.230
H 1.560 -1.434 1.277
H -1.557 -0.007 0.781
H 2.693 0.135 3.012
H -0.959 -3.391 -2.906
H 2.698 1.902 -0.889
H -0.653 -1.109 4.238
H -4.067 1.489 -2.456
H -1.735 1.530 -0.819
H -0.116 3.338 0.192
H -0.307 -0.548 2.949
H 0.686 -2.918 1.457
H -3.143 2.744 -2.720
H -3.913 -2.197 -0.003
```

## Properties
E   -25987.28359 eV
Charge   +1

Atomic partial charges in e from the Mulliken method, atoms 1 to 8: -0.525 -0.591 -0.706 -0.596 -0.660 -0.588 -0.816 -0.538

A structure of composition C34H25N4O2PdS. Source: the Open Molecules 2025 dataset; level of theory: ωB97M-V/def2-TZVPD.

Structure (XYZ):
```
67
Properties=species:S:1:pos:R:3
Pd 0.269 0.191 0.482
S -2.797 0.265 0.950
O 5.124 -0.046 6.445
O 3.418 -1.237 6.960
N 4.060 -0.558 6.187
N -1.646 -0.290 -0.017
N 0.714 -1.051 2.506
N 2.218 0.621 0.981
C -3.573 1.705 0.226
C 3.517 -0.331 4.817
C -3.813 3.299 -1.530
C 3.907 0.717 2.678
C 0.075 2.386 -1.534
C 2.245 -0.867 4.373
C -6.146 -2.783 0.740
C 2.665 0.285 2.215
C 0.206 3.157 -4.233
C 4.284 1.749 0.555
C -0.070 -1.818 3.228
C 1.846 -0.562 3.057
C -5.141 3.491 0.470
C -0.515 4.682 -0.915
C 0.217 -2.150 4.552
C -0.095 4.088 -3.280
C 1.371 -1.684 5.125
C -5.368 -2.668 1.882
C -4.933 -0.986 -0.299
C -0.358 2.969 0.776
C -0.173 3.731 -1.911
C -4.535 2.359 0.987
C 0.386 1.444 -2.548
C 4.309 0.398 4.010
C -4.153 -0.886 0.846
C -5.930 -1.945 -0.348
C -4.361 -1.715 1.938
C -3.202 2.160 -1.024
C -0.606 4.311 0.393
C 3.009 1.318 0.181
C -4.779 3.961 -0.787
C 0.449 1.816 -3.861
C -0.028 2.030 -0.162
C 4.728 1.467 1.819
H -0.869 5.039 1.151
H -3.525 3.669 -2.505
H -0.282 5.118 -3.559
H -5.893 4.011 1.048
H -0.959 -2.197 2.735
H 0.684 1.084 -4.623
H 4.882 2.314 -0.146
H 0.260 3.441 -5.276
H -6.931 -3.526 0.698
H -1.949 -0.381 -0.982
H -3.748 -1.611 2.825
H -5.546 -3.316 2.729
H -5.251 4.849 -1.185
H -0.705 5.706 -1.214
H 2.606 1.571 -0.791
H -0.459 -2.782 5.111
H -4.777 -0.314 -1.134
H 0.566 0.414 -2.258
H 5.259 0.752 4.384
H -0.440 2.701 1.824
H -6.545 -2.035 -1.233
H 5.697 1.804 2.163
H -4.808 1.987 1.968
H 1.615 -1.943 6.138
H -2.432 1.654 -1.592
```

## Properties
E   -60026.30044 eV
Charge   +1

Atomic partial charges in e from the Mulliken method, atoms 1 to 8: -0.251 0.283 -0.623 -0.628 1.075 -0.332 -0.416 -0.090

An isolated molecule of C5H8OS2. Source: the Open Molecules 2025 dataset; level of theory: ωB97M-V/def2-TZVPD.

Structure (XYZ):
```
16
Properties=species:S:1:pos:R:3
S 2.260 -1.090 1.275
S -0.060 0.565 -1.984
O -0.953 0.073 1.675
C -1.703 -0.092 -1.035
C 0.152 0.078 0.615
C 0.980 0.934 -0.358
C -1.203 0.487 0.232
C 0.609 -1.145 0.461
H -0.185 -1.751 0.797
H 0.839 1.939 -0.147
H -1.050 1.648 0.012
H 0.792 -1.294 -0.653
H -1.641 -1.271 -0.791
H 1.799 -0.216 2.221
H -2.675 0.223 -1.540
H 2.039 0.913 -0.779
```

## Properties
SMILES   SC[C@@]12CSC[C@H]1O2
E   -29025.97393 eV
Charge   0

Atomic partial charges in e from the Mulliken method, atoms 1 to 8: -0.253 -0.091 -0.471 -0.472 0.207 -0.823 -0.293 -0.308

A structure of composition C3H7NOTl. Source: the Open Molecules 2025 dataset; level of theory: ωB97M-V/def2-TZVPD.

Structure (XYZ):
```
13
Properties=species:S:1:pos:R:3
Tl 4.330 -0.850 0.076
O 1.441 -0.419 0.098
N -0.664 0.553 -0.079
C -0.493 -1.790 -0.073
C -0.353 1.948 0.049
C 0.213 -0.459 -0.004
H -1.520 -1.727 -0.431
H -0.543 2.399 -0.924
H -1.099 2.387 0.713
H -1.634 0.274 -0.037
H 0.616 2.282 0.421
H -0.429 -2.213 0.930
H 0.135 -2.384 -0.738
```

## Properties
E   -11415.57924 eV
Charge   +3

Atomic partial charges in e from the Mulliken method, atoms 1 to 8: 1.001 -0.118 0.152 -0.854 -0.528 0.688 0.356 0.426

A cluster of 7 separate species, C40H46BClF7INO24PS in total. Source: the Open Molecules 2025 dataset; level of theory: ωB97M-V/def2-TZVPD.

Structure (XYZ):
```
123
Properties=species:S:1:pos:R:3
I 3.965 5.976 2.975
Cl 1.829 -2.011 1.687
S 2.242 0.936 0.651
P -2.014 4.711 2.250
F 2.117 -4.630 -1.581
F 1.187 -7.475 -4.121
F 11.174 -2.977 4.072
F -3.178 -1.124 1.499
F -6.816 7.032 -1.401
F -8.028 3.734 -6.863
F -7.770 -4.296 -1.335
O -3.547 4.994 1.903
O -5.257 5.418 -1.720
O -1.824 3.346 2.773
O 0.704 -1.312 -4.184
O -0.099 -2.071 -2.224
O 4.551 -6.917 -4.618
O 1.785 -2.943 -3.045
O 10.966 0.297 3.018
O -4.097 3.517 -1.368
O 1.035 2.420 -1.919
O 9.687 -1.279 3.952
O -8.965 2.377 -3.840
O 8.909 0.833 3.764
O 3.200 -8.276 -3.468
O -8.363 4.339 -4.710
O -9.112 4.240 -2.587
O -5.300 -6.140 1.866
O -2.016 -3.295 3.077
O -6.966 -4.633 1.999
O 5.425 -8.670 -3.507
O -1.588 5.772 3.368
O -0.547 -4.017 1.327
O -6.158 3.773 -0.504
O -6.465 -5.546 0.024
N -0.344 2.396 0.084
C 4.595 0.781 3.570
C -1.759 0.604 0.845
C 4.395 2.295 3.423
C 2.902 3.406 1.681
C 4.491 -8.022 -3.834
C 2.911 1.182 -2.807
C -1.921 -0.687 1.308
C 0.373 4.480 1.095
C 1.723 -3.333 -1.682
C -8.680 2.139 -5.225
C 5.555 0.155 2.565
C -0.853 -1.541 1.559
C 0.779 -2.042 -3.255
C -7.842 3.345 -5.583
C 1.339 5.255 1.718
C 6.098 -1.210 2.997
C 1.920 2.633 1.056
C 1.405 1.205 -2.534
C 9.766 0.038 3.597
C -0.991 5.033 0.803
C 0.626 0.265 0.899
C -7.729 -4.927 -0.136
C 10.734 -1.961 3.290
C -5.073 4.172 -1.208
C 11.775 -0.877 3.128
C -7.066 4.883 -0.427
C 4.251 2.797 1.974
C -0.475 1.078 0.616
C 2.445 -7.113 -3.756
C -7.760 -3.954 1.021
C -6.155 -5.505 1.352
C 0.260 -3.152 -1.353
C 0.667 3.163 0.741
C 3.211 -6.503 -4.906
C -3.228 -3.949 2.662
C -0.266 2.369 -1.386
C -8.846 3.701 -3.611
C 2.590 4.723 2.008
C -6.648 5.704 -1.620
C 0.436 -1.036 1.358
B -1.164 -3.022 2.038
H -8.157 1.196 -5.356
H -0.321 -4.038 -1.613
H -1.538 5.279 4.197
H 0.898 1.070 -3.487
H 7.083 -1.343 2.557
H 4.996 0.000 1.640
H 0.083 -2.894 -0.311
H 3.137 -5.419 -4.943
H -6.906 5.420 0.509
H -8.509 -5.690 -0.109
H -4.071 4.286 2.296
H 3.465 2.539 3.937
H -7.136 5.432 -2.549
H -3.396 -4.863 3.218
H 5.479 -1.983 2.549
H 6.153 -1.328 4.073
H -0.554 -4.845 1.821
H 12.412 -0.801 4.010
H -6.774 3.227 -5.396
H 1.167 0.353 -1.896
H -0.723 1.423 -1.669
H -9.613 2.118 -5.790
H 3.355 2.133 -2.523
H -0.968 6.085 0.531
H 2.395 -6.485 -2.869
H 10.359 -2.373 2.351
H 2.896 -6.921 -5.863
H -8.096 4.551 -0.481
H -4.060 -3.265 2.787
H 4.451 2.028 1.235
H 3.110 1.024 -3.862
H 6.340 0.866 2.314
H -1.473 4.496 -0.007
H -0.873 3.160 -1.823
H 1.098 6.267 2.002
H 5.023 0.618 4.562
H 4.996 3.570 1.802
H 12.396 -1.004 2.244
H -3.194 -4.217 1.606
H -8.761 -3.765 1.398
H 3.392 0.400 -2.228
H 5.171 2.832 3.959
H 2.398 -2.709 -1.093
H -2.601 1.246 0.645
H -7.286 -3.007 0.758
H 3.640 0.260 3.590
```

## Properties
SMILES   CCCCCc1c(I)cc(CP(=O)(O)O)c2c1Sc1c(cc(F)c(B(O)OC)c1Cl)N2COCC.O=C1OC[C@@H](F)O1.O=C1OC[C@@H](F)O1.O=C1OC[C@@H](F)O1.O=C1OC[C@@H](F)O1.O=C1OC[C@@H](F)O1.O=C1OC[C@@H](F)O1
E   -153308.25244 eV
Charge   0

Atomic partial charges in e from the Mulliken method, atoms 1 to 8: 0.030 -0.112 0.338 0.886 -0.329 -0.299 -0.282 -0.336

An isolated molecule of C20H33N3. Source: the Open Molecules 2025 dataset; level of theory: ωB97M-V/def2-TZVPD.

Structure (XYZ):
```
56
Properties=species:S:1:pos:R:3
N 0.400 1.300 0.738
N 1.861 1.786 -0.917
N 2.476 0.179 0.690
C -1.427 -1.962 1.551
C 3.767 -0.152 0.302
C -0.668 -0.950 0.696
C -2.055 4.170 0.214
C -0.308 0.306 1.502
C 1.625 1.079 0.123
C 5.659 0.011 -1.164
C -3.220 -4.417 -0.904
C -0.822 3.429 0.749
C 5.751 -1.449 0.729
C 6.354 -0.907 -0.393
C -2.712 -3.089 -0.342
C 4.467 -1.077 1.077
C -1.728 -3.267 0.813
C 4.374 0.392 -0.827
C -3.314 3.306 0.281
C -1.846 4.699 -1.202
C 0.697 2.599 -1.181
C -2.129 -5.236 -1.583
C -0.347 2.240 -0.095
H -0.830 -2.191 2.438
H 4.000 -1.503 1.955
H -2.152 -3.977 1.528
H 0.288 0.027 2.380
H 7.358 -1.198 -0.664
H -1.373 -5.550 -0.867
H -0.963 5.331 -1.250
H -1.644 -4.652 -2.362
H -2.706 5.289 -1.512
H -0.792 -3.687 0.441
H 2.160 -0.247 1.548
H 6.124 0.439 -2.040
H -1.721 3.881 -1.906
H -1.225 0.772 1.875
H 0.985 3.653 -1.131
H -4.187 3.894 0.009
H -3.251 2.465 -0.405
H -2.554 -6.128 -2.038
H -2.211 5.031 0.876
H 3.821 1.106 -1.413
H -3.463 2.920 1.288
H -3.570 -2.511 0.014
H -2.240 -2.525 -1.147
H 0.246 -1.407 0.308
H -1.057 3.062 1.752
H 0.006 4.134 0.855
H -3.665 -5.004 -0.097
H -4.008 -4.208 -1.632
H -1.278 -0.654 -0.159
H 0.341 2.397 -2.196
H -2.364 -1.514 1.893
H 6.282 -2.165 1.338
H -1.213 1.731 -0.537
```

## Properties
SMILES   CCCCCCCN1C(Nc2ccccc2)=NC[C@@H]1CC(C)C
E   -25746.60869 eV
Charge   0

Atomic partial charges in e from the Mulliken method, atoms 1 to 8: 0.227 -0.588 0.074 -0.855 0.721 0.404 0.708 -1.664

The evaluated frontier orbital gap for the records listed, in turn: 9.74, 6.82, 9.27, 3.70, 8.13, 8.59 eV.
The evaluated strongest force on any atom for the records listed, in turn: 0.07419, 0.01369, 0.14984, 0.10693, 0.02571, 0.01499 hartree/bohr.